ORCA calculation (ωB97M-V/def2-TZVPD) on C5H10Cl2HgN4O4 as an isolated structure.

Positions of all 26 atoms, in Å:
Hg -0.79050 -0.65998 -0.33157
O 2.92416 -0.62451 1.98092
Cl 1.88445 0.20830 1.43524
O 2.08786 1.58292 1.81629
O 1.88556 0.10548 -0.02171
O 0.58442 -0.24788 1.91613
Cl -3.29162 -0.37515 -0.04524
C -2.18560 6.08074 -1.59252
C -0.85773 5.74587 -2.26552
C -1.05369 4.69562 -3.35600
C 0.20347 5.30678 -1.25252
N -0.13318 4.08634 -0.54242
C 0.07912 2.81020 -0.87465
N -0.54347 2.04702 -0.02072
N -1.15788 2.87685 0.85204
N -0.92732 4.10168 0.54569
H -2.88656 6.48224 -2.32745
H -2.05746 6.81850 -0.79801
H -2.63564 5.19137 -1.14869
H -0.45980 6.65666 -2.72525
H -1.49592 3.78523 -2.94499
H -0.10842 4.43271 -3.83825
H -1.73218 5.06876 -4.12511
H 0.34634 6.07862 -0.49828
H 1.15205 5.13274 -1.76072
H 0.70444 2.47578 -1.68580

Results
ΔE to the lowest compared entry with this formula, charge and spin in kcal per mole: 0.0
Spin multiplicity: 2
Highest occupied orbital energy (alpha / beta) in eV: -4.1 / -6.3
Gap between HOMO and LUMO (alpha / beta) in eV: 6.629 / 8.237
Total charge: -1
E_LUMO (alpha / beta) in eV: 2.537 / 1.971

ORCA calculation (ωB97M-V/def2-TZVPD) on C11H17BrCl2GeISn as an isolated structure.

Positions of all 34 atoms, in Å:
Sn 2.13216 0.30961 2.45361
Cl 4.84689 1.83492 0.67961
C 3.81185 2.95130 -0.27361
Cl 2.91110 3.93913 0.83241
H 3.15220 2.38245 -0.88963
H 4.43255 3.56207 -0.91784
Br -3.38135 4.27790 1.02973
C -3.76095 2.50365 0.56847
C -5.01156 2.23460 0.04677
C -5.43981 0.93871 -0.27738
C -4.55717 -0.09810 -0.04014
C -3.31531 0.14112 0.47252
C -2.93309 1.41853 0.80772
I -1.10481 1.77765 1.67540
H -5.63022 3.12086 -0.09520
H -6.44400 0.77705 -0.65149
H -4.87692 -1.08300 -0.28403
H -2.57138 -0.65291 0.57956
C 1.48553 -3.76825 -0.82389
Ge 1.70675 -1.89640 -0.27232
C 3.37612 -1.06885 -0.97313
C 0.13246 -0.79360 -0.76498
C 2.01012 -1.70652 1.68745
H 1.06795 -3.81796 -1.81723
H 0.82255 -4.36305 -0.16160
H 2.44022 -4.29825 -0.87540
H 3.35026 -1.07545 -2.07638
H 4.23444 -1.54878 -0.53845
H 3.38372 -0.01033 -0.63524
H 0.00520 -0.85477 -1.83583
H 0.27201 0.24472 -0.50670
H -0.79743 -1.11381 -0.28657
H 2.99965 -2.08352 1.89800
H 1.25024 -2.18071 2.26575

Results
ΔE to the lowest compared entry with this formula, charge and spin in kcal per mole: 0.0
Spin multiplicity: 1
Highest occupied orbital energy in eV: -11.8
Gap between HOMO and LUMO in eV: 6.559
Total charge: +1
E_LUMO in eV: -5.213

ORCA calculation (ωB97M-V/def2-TZVPD) on an isolated molecule of C7H11NO2.

Positions of all 21 atoms, in Å:
O 1.61398 -2.04345 3.70030
N 2.13432 -0.69265 0.59905
O 2.52457 -1.49971 1.67357
C 1.55674 -1.52639 2.60855
C 0.92894 -0.23307 0.87854
C 0.35965 -0.74587 2.14857
C -1.71072 1.40979 -1.40443
C -0.15068 -0.35356 -2.11666
C 0.27704 0.84375 0.01830
C -0.84189 0.27659 -0.89745
H 0.11152 0.05130 2.87665
H -0.50319 -1.38115 1.93133
H -2.53138 1.02058 -1.97271
H -2.17680 1.92429 -0.52484
H -1.11352 2.11212 -2.02740
H 0.25493 0.38510 -2.83909
H -0.92343 -0.93671 -2.62927
H 0.66155 -1.06073 -1.80790
H 1.07959 1.34919 -0.56008
H -0.11504 1.61235 0.71621
H -1.43618 -0.51178 -0.37124

Results
ΔE to the lowest compared entry with this formula, charge and spin in kcal per mole: 49.8
Spin multiplicity: 1
Highest occupied orbital energy in eV: -10.1
Gap between HOMO and LUMO in eV: 10.780
E_LUMO in eV: 0.635
SMILES: CC(C)CC1=NOC(=O)C1

ORCA calculation (ωB97M-V/def2-TZVPD) on a 2-piece molecular cluster, C3H5O3 overall.

Positions of all 11 atoms, in Å:
C 2.09040 1.01576 -0.20600
C -2.01961 0.82510 -0.02115
C -1.99762 -0.57705 0.14368
O -1.87852 1.92366 -0.14639
O -0.89764 -1.14326 -0.47197
O 0.93230 0.77422 0.02614
H 2.51431 2.01273 -0.04391
H 2.78144 0.25931 -0.59186
H -2.90616 -1.03668 -0.29378
H -2.05358 -0.77854 1.24024
H -0.05815 -0.66082 -0.26637

Results
ΔE to the lowest compared entry with this formula, charge and spin in kcal per mole: 17.3
Spin multiplicity: 1
Highest occupied orbital energy in eV: -15.0
Gap between HOMO and LUMO in eV: 9.303
Total charge: +1
E_LUMO in eV: -5.738

ORCA calculation (ωB97M-V/def2-TZVPD) on C47H66BBaCl7N11O4P2S3 as an isolated structure.

Positions of all 142 atoms, in Å:
Ba 0.84380 1.88662 1.21965
C -3.97696 0.60125 0.73206
C -2.85956 0.47275 -0.30148
C -3.09539 -0.50029 -1.49695
C -2.09589 -0.34921 -2.59056
N -0.88530 -0.55219 -2.24170
N -0.86937 -1.05842 -0.92257
B 0.30403 -1.76199 -0.59185
N 0.41273 -2.99795 0.29886
N -0.48957 -3.95908 0.05516
C -0.40415 -5.07305 0.72279
C 0.57564 -5.23461 1.73388
C 1.48634 -4.26544 1.98386
C 2.54614 -4.41217 3.02853
C 1.42221 -3.07874 1.19162
S 2.52512 -1.80232 1.28207
C -1.36149 -6.20342 0.30903
C -2.78914 -5.65795 0.16090
C -0.89569 -6.74339 -1.04735
C -1.35962 -7.34837 1.32080
N 1.43859 -1.74133 -1.63547
N 1.41956 -2.89596 -2.33531
C 2.14820 -3.01287 -3.40180
C 2.97187 -1.94828 -3.84167
C 3.04588 -0.81027 -3.12631
C 3.92863 0.33183 -3.55154
C 2.22609 -0.67987 -1.94097
S 2.29162 0.71869 -1.04501
C 2.04710 -4.34932 -4.13334
C 0.59787 -4.53304 -4.60744
C 2.42141 -5.45811 -3.14341
C 2.98728 -4.41537 -5.33497
C -2.24324 -0.94984 -0.31392
S -2.77579 -2.14365 0.89597
C -2.34277 -0.09985 -4.08197
C -1.75506 -1.29547 -4.85359
C -1.60024 1.18441 -4.48602
C -3.82769 0.02370 -4.40320
H -4.91911 0.18708 0.38256
H -4.13094 1.65622 0.97719
H -3.70589 0.05070 1.63340
H -4.09770 -0.87306 -1.66839
H 0.61612 -6.15357 2.31081
H 2.48549 -5.39662 3.49751
H 2.43427 -3.63999 3.79801
H 3.53612 -4.27403 2.58762
H -2.81150 -4.82790 -0.54832
H -3.15952 -5.26594 1.11301
H -3.45555 -6.45780 -0.18417
H -0.89389 -5.93452 -1.78112
H -1.56952 -7.53777 -1.39364
H 0.11576 -7.15295 -0.97579
H -1.59074 -6.99104 2.33151
H -0.39988 -7.87667 1.34469
H -2.12848 -8.07152 1.03642
H 3.54621 -2.03940 -4.75750
H 4.55482 0.05002 -4.40268
H 4.54026 0.66042 -2.70570
H 3.30434 1.19668 -3.81335
H -0.09012 -4.41160 -3.76776
H 0.46224 -5.53258 -5.03911
H 0.34038 -3.78626 -5.36811
H 1.78055 -5.40172 -2.26800
H 3.46170 -5.34375 -2.81443
H 2.30751 -6.44245 -3.61242
H 2.71817 -3.67235 -6.09523
H 2.91855 -5.40535 -5.79454
H 4.02936 -4.25026 -5.03763
H -0.68303 -1.37558 -4.65257
H -1.91649 -1.16737 -5.93305
H -2.23185 -2.23142 -4.53553
H -0.54159 1.09481 -4.23607
H -2.00235 2.04995 -3.94638
H -1.70814 1.35769 -5.56531
H -4.37059 -0.89013 -4.13032
H -3.95534 0.19318 -5.48043
H -4.27722 0.86125 -3.86974
C -2.50802 1.35705 4.34367
N -1.31772 0.49112 4.37852
C -1.57306 -0.88714 3.86916
P 0.22092 0.94554 4.12575
O 0.89852 0.57616 2.84553
O 0.25682 2.56527 4.50527
P -0.12992 3.43566 3.18238
O -0.92405 2.60257 2.25661
N -0.99664 4.66329 3.79085
C -1.77957 5.49250 2.84688
C -0.74534 5.25143 5.11050
N 1.32270 3.89250 2.48374
C 1.61734 5.34612 2.42978
C 2.45826 3.08534 2.95815
N 1.02885 0.25390 5.38206
C 0.58961 0.52806 6.75036
C 2.45701 -0.07124 5.24032
H -3.26436 0.91119 4.99438
H -2.92182 1.45212 3.34050
H -2.27875 2.35019 4.72254
H -2.44418 -1.29303 4.38484
H -0.71052 -1.52717 4.08138
H -1.77270 -0.92521 2.80033
H -1.87542 4.99371 1.88020
H -1.31418 6.46919 2.69698
H -2.78687 5.64578 3.24115
H -0.16488 4.57394 5.72950
H -1.69784 5.43133 5.61063
H -0.21219 6.20408 5.03675
H 0.80471 5.87120 1.93691
H 2.51246 5.47688 1.83022
H 1.78483 5.77822 3.42003
H 2.17005 2.04049 3.00708
H 2.78214 3.36680 3.95699
H 3.31294 3.19836 2.29199
H -0.46842 0.77675 6.75337
H 1.14807 1.35678 7.19868
H 0.73729 -0.35868 7.36862
H 2.67809 -0.33754 4.20771
H 2.69357 -0.93388 5.86520
H 3.10200 0.76023 5.54807
Cl 5.20190 7.30893 -3.80997
C 4.44760 6.11280 -2.80680
C 3.40759 5.32008 -3.29226
Cl 2.90392 5.54756 -4.93544
C 2.77052 4.36263 -2.50325
Cl 1.52686 3.43704 -3.25301
C 3.12756 4.16112 -1.11381
O 2.60622 3.38733 -0.23740
C 4.23979 4.97088 -0.70266
Cl 4.81446 4.71400 0.92668
C 4.86887 5.91387 -1.49936
Cl 6.18358 6.85349 -0.87287
Cl -5.21889 1.93252 -1.72165
C -4.09133 3.13376 -1.09873
C -4.64675 4.40560 -1.09779
C -3.89548 5.54248 -0.84483
C -2.53372 5.35616 -0.66488
C -1.98667 4.09137 -0.61999
Cl -0.25785 4.05467 -0.41363
C -2.70269 2.83158 -0.72638
N -2.07025 1.66918 -0.48923
H -5.70039 4.49910 -1.33846
H -4.34257 6.53193 -0.85929
H -1.86763 6.21024 -0.57078

Results
Spin multiplicity: 1
Highest occupied orbital energy in eV: -3.6
Gap between HOMO and LUMO in eV: 4.933
Total charge: -1
E_LUMO in eV: 1.295

ORCA calculation (ωB97M-V/def2-TZVPD) on a 2-piece molecular cluster, C2ClNO3 overall.

Positions of all 7 atoms, in Å:
C -0.15055 0.66955 0.00693
C 1.99332 -0.30915 -0.00093
N 1.23735 0.66230 0.02868
O -0.92663 1.54536 0.00547
O 2.84654 -1.03229 0.01640
O -1.77052 -1.14203 0.00290
Cl -3.22952 -0.39374 -0.05945

Results
ΔE to the lowest compared entry with this formula, charge and spin in kcal per mole: 71.7
Spin multiplicity: 1
Highest occupied orbital energy (alpha / beta) in eV: -10.0 / -9.0
Gap between HOMO and LUMO (alpha / beta) in eV: 8.917 / 7.168
E_LUMO (alpha / beta) in eV: -1.067 / -1.810

ORCA calculation (ωB97M-V/def2-TZVPD) on C26H43Cl3N3O3SiV as an isolated structure.

Positions of all 80 atoms, in Å:
C 3.76801 -0.80427 -2.49297
C 3.02742 0.45148 -2.80552
H 4.06571 -1.35210 -3.39099
H 3.14013 -1.46102 -1.87414
H 4.66906 -0.57099 -1.90299
C 2.93339 1.02269 -4.02420
C 3.58705 0.49847 -5.24973
H 2.38019 1.95286 -4.14843
H 3.97183 -0.51800 -5.12066
H 4.42148 1.13832 -5.56866
H 2.86688 0.48346 -6.07669
V 0.22444 -0.58664 0.04320
Cl 1.97796 -0.17038 1.53081
Cl 0.14661 -2.83596 -0.15313
H -3.30367 -1.20996 4.36779
H -1.37946 -2.05935 5.70302
C -2.94173 -1.74552 3.48207
C -1.03999 -2.61465 4.81850
N -1.50308 -1.94985 3.60722
H -3.15160 -1.17055 2.57804
C -0.65642 -1.52842 2.66977
O -1.03660 -0.93229 1.62500
H 0.05500 -2.65568 4.81033
H 0.41090 -1.71650 2.85104
H -3.44948 -2.71756 3.43855
H -1.44367 -3.63520 4.87747
H 1.08020 -1.48152 -3.57501
H -0.01360 0.73112 -4.99545
C 0.02362 -1.78877 -3.56307
C -0.91641 0.12556 -4.82586
N -0.83079 -0.60592 -3.56994
H -0.16914 -2.38869 -2.66932
C -1.54469 -0.20879 -2.50473
O -1.43913 -0.71897 -1.36635
H -1.79003 0.78649 -4.79737
H -2.25184 0.62078 -2.72251
H -0.18181 -2.35892 -4.47841
H -1.01362 -0.58177 -5.65713
O 1.28310 -0.01635 -1.37713
C 2.24556 0.98141 -1.62054
C 0.48332 2.58093 -2.54717
C 1.64145 2.38573 -1.79952
H -0.02338 1.70689 -2.96986
C -0.00034 3.87764 -2.75452
H 2.91914 1.01157 -0.74617
C 2.33785 3.48895 -1.29224
H -0.92557 4.02538 -3.31247
C 0.68752 4.97801 -2.24214
C 1.86291 4.78266 -1.51187
H 3.25722 3.31925 -0.72808
H 0.31350 5.99311 -2.39707
H 2.40983 5.63320 -1.10459
Si 1.99750 -5.32928 0.57487
Cl 2.90777 -4.01298 -0.83056
C 0.32907 -6.01042 0.03592
C 1.96621 -4.42632 2.20935
C 3.12481 -6.85447 0.73020
H -0.25448 -5.30702 -0.57046
H -0.27501 -6.25064 0.92014
H 0.45312 -6.93745 -0.54287
H 3.03379 -7.49211 -0.15980
H 2.84399 -7.46626 1.60198
H 4.17404 -6.56092 0.85764
H 1.55248 -3.41147 2.10322
H 2.98396 -4.33367 2.61477
H 1.35160 -4.98034 2.93135
C -3.00761 5.06867 0.49623
C -2.24028 3.77567 0.50383
C -2.89760 2.56789 0.28120
C -2.17631 1.38067 0.25791
N -0.83030 1.33409 0.37373
C -0.21347 2.47414 0.72245
C -0.86850 3.70779 0.75740
H -3.60823 5.17529 -0.41645
H -3.71145 5.14036 1.33553
H -2.34932 5.93703 0.55929
H -3.97567 2.51555 0.11274
H -2.67830 0.42504 0.12276
H 0.84090 2.38124 0.98543
H -0.28794 4.60383 0.96581

Results
ΔE to the lowest compared entry with this formula, charge and spin in kcal per mole: 0.0
Spin multiplicity: 3
Highest occupied orbital energy (alpha / beta) in eV: -7.6 / -8.3
Gap between HOMO and LUMO (alpha / beta) in eV: 7.924 / 8.691
E_LUMO (alpha / beta) in eV: 0.368 / 0.353

ORCA calculation (ωB97M-V/def2-TZVPD) on an isolated ion of composition C9H19BrNO and charge +1.

Positions of all 31 atoms, in Å:
C 1.71961 -0.29374 1.69688
C 0.89924 -0.00454 0.36838
C 0.87144 -2.34554 1.29902
C 1.07039 -3.86964 0.83953
C -2.11880 3.62895 -1.73581
C 0.20733 -1.83462 -1.21290
C -0.02915 1.19066 0.42839
C -1.55810 2.92487 -0.54074
C -0.47683 1.84109 -0.89297
N 0.18895 -1.35624 0.19195
O 1.99082 -1.72672 1.71019
Br -0.52131 -2.47802 2.74843
H 2.69177 0.35397 1.91370
H 1.11977 -0.00806 2.51555
H 1.72621 -0.05249 -0.40965
H 1.54188 -4.38965 1.71836
H 1.91480 -4.07910 0.12482
H 0.12895 -4.29280 0.57501
H -1.32313 4.38910 -2.19609
H -3.14467 4.16912 -1.67994
H -2.29150 3.01263 -2.61675
H -0.20092 -1.20519 -1.92070
H 1.32164 -1.98565 -1.43661
H -0.31791 -2.70374 -1.27575
H -0.87191 0.96463 1.10374
H 0.56275 1.90861 0.96729
H -2.43053 2.39229 -0.12220
H -1.25852 3.73616 0.15745
H -0.99848 1.07774 -1.41315
H 0.39931 2.34349 -1.25919
H -0.81312 -1.30758 0.35376

Results
ΔE to the lowest compared entry with this formula, charge and spin in kcal per mole: 36.8
Spin multiplicity: 1
Highest occupied orbital energy in eV: -14.2
Gap between HOMO and LUMO in eV: 11.307
Total charge: +1
E_LUMO in eV: -2.854
SMILES: CCCC[C@H]1CO[C@@](C)(Br)[N@@H+]1C

Q: Look up the spin multiplicity of the fourth one.
A: 1

Q: Which of these has the highest spin multiplicity?
A: C26H43Cl3N3O3SiV

Q: spin multiplicity of number 7 (C26H43Cl3N3O3SiV)?
A: 3